[1]
{
  "formula": "C33H61Al2Cl5F4KN3O6S",
  "method": "ωB97M-V/def2-TZVPD",
  "species": ["C", "N", "C", "C", "C", "C", "O", "C", "C", "O", "O", "C", "C", "O", "H", "H", "H", "H", "H", "H", "H", "H", "C", "C", "C", "C", "C", "C", "H", "H", "H", "H", "H", "H", "H", "H", "H", "H", "H", "H", "H", "H", "C", "C", "C", "O", "C", "N", "H", "H", "H", "H", "H", "H", "H", "H", "H", "H", "H", "K", "C", "C", "C", "C", "C", "C", "H", "H", "H", "H", "H", "H", "H", "H", "H", "H", "H", "H", "H", "H", "N", "C", "C", "C", "C", "H", "H", "H", "H", "H", "Al", "F", "Al", "F", "F", "F", "C", "Cl", "Cl", "H", "H", "C", "Cl", "Cl", "Cl", "H", "C", "S", "O", "C", "H", "H", "H", "H", "H", "H"],
  "coordinates": [[5.70, -0.90, -3.98], [6.27, 0.44, -3.89], [5.57, 1.42, -4.68], [4.06, 1.44, -4.45], [3.19, 1.56, -5.45], [1.76, 1.55, -5.09], [0.90, 2.28, -5.55], [1.43, 0.56, -4.00], [0.12, -0.33, -4.01], [0.36, -1.48, -4.23], [-1.07, 0.12, -3.80], [2.30, 0.41, -3.00], [3.53, 1.28, -3.07], [4.00, 1.83, -2.10], [5.01, -1.08, -3.14], [6.45, -1.68, -3.92], [5.12, -1.05, -4.88], [6.30, 0.72, -2.92], [5.70, 1.16, -5.72], [5.99, 2.41, -4.55], [3.50, 1.67, -6.48], [2.14, -0.27, -2.18], [-2.67, 2.27, -1.59], [-1.87, 2.95, -0.48], [-1.17, 1.97, 0.48], [-2.10, 1.04, 1.25], [-3.16, 1.74, 2.10], [-2.56, 2.62, 3.19], [-3.46, 1.65, -1.15], [-3.16, 3.01, -2.23], [-2.06, 1.61, -2.25], [-2.52, 3.59, 0.10], [-1.12, 3.61, -0.93], [-0.55, 2.54, 1.18], [-0.46, 1.34, -0.08], [-1.49, 0.40, 1.90], [-2.60, 0.36, 0.55], [-3.79, 0.98, 2.56], [-3.82, 2.34, 1.46], [-1.92, 2.04, 3.86], [-3.36, 3.07, 3.79], [-1.97, 3.44, 2.78], [-7.21, 3.48, 5.65], [-5.92, 2.69, 5.87], [-6.08, 1.48, 6.82], [-6.16, 1.81, 8.18], [-7.44, 2.22, 8.64], [-4.87, 3.60, 6.33], [-7.45, 4.11, 6.50], [-7.10, 4.13, 4.78], [-8.05, 2.81, 5.47], [-5.62, 2.29, 4.89], [-5.19, 0.85, 6.72], [-6.94, 0.86, 6.52], [-8.24, 1.69, 8.13], [-7.57, 3.30, 8.53], [-7.49, 1.99, 9.71], [-3.99, 3.09, 6.38], [-5.08, 3.82, 7.30], [-2.82, 1.37, -5.03], [7.37, 4.54, 1.77], [6.17, 4.59, 2.70], [5.51, 3.23, 2.92], [4.94, 2.58, 1.67], [3.90, 3.41, 0.92], [2.65, 3.70, 1.76], [7.09, 4.22, 0.76], [7.83, 5.53, 1.68], [8.13, 3.86, 2.14], [5.44, 5.31, 2.32], [6.49, 4.98, 3.67], [4.73, 3.33, 3.67], [6.25, 2.55, 3.36], [4.50, 1.62, 1.96], [5.75, 2.34, 0.97], [3.59, 2.89, 0.02], [4.34, 4.35, 0.59], [2.18, 2.76, 2.08], [1.92, 4.27, 1.19], [2.89, 4.27, 2.66], [1.09, -3.11, -1.06], [1.76, -4.27, -0.95], [1.88, -4.59, 0.45], [1.25, -3.60, 1.14], [0.75, -2.68, 0.20], [0.87, -2.63, -1.92], [2.12, -4.80, -1.82], [2.37, -5.45, 0.86], [1.14, -3.51, 2.20], [0.19, -1.76, 0.34], [0.12, 1.74, -2.52], [-1.51, -8.49, -0.29], [-1.05, -6.90, -0.60], [-0.42, -6.16, 0.81], [-2.35, -5.99, -1.17], [0.20, -6.86, -1.78], [2.89, -1.78, 4.27], [3.63, -1.79, 2.66], [1.12, -1.67, 4.18], [3.15, -2.69, 4.78], [3.26, -0.91, 4.81], [-4.04, -0.24, -9.49], [-4.83, 0.49, -10.87], [-2.32, 0.18, -9.43], [-4.84, 0.25, -7.98], [-4.12, -1.32, -9.58], [-2.57, -8.67, -5.28], [-3.21, -9.51, -3.83], [-3.11, -8.58, -2.69], [-1.94, -10.76, -3.62], [-3.25, -7.85, -5.53], [-1.58, -8.28, -5.05], [-2.54, -9.37, -6.11], [-0.98, -10.25, -3.48], [-1.92, -11.39, -4.50], [-2.18, -11.34, -2.74]],
  "homo_ev": -11.84,
  "charge": 2,
  "multiplicity": 1,
  "total_energy_ha": -6092.6017
}

[2]
{
  "formula": "C33H61BBrN3O29P3S5",
  "method": "ωB97M-V/def2-TZVPD",
  "species": ["C", "C", "C", "C", "C", "C", "N", "C", "C", "C", "C", "C", "C", "C", "C", "C", "O", "C", "C", "N", "O", "C", "B", "O", "O", "N", "C", "C", "P", "O", "O", "O", "P", "O", "Br", "C", "C", "C", "P", "O", "H", "H", "H", "H", "H", "H", "H", "H", "H", "H", "H", "H", "H", "H", "H", "H", "H", "H", "H", "H", "H", "H", "H", "H", "H", "H", "H", "H", "H", "H", "H", "H", "H", "H", "H", "H", "H", "H", "H", "H", "H", "C", "C", "O", "S", "O", "O", "O", "H", "H", "H", "H", "C", "C", "O", "S", "O", "O", "O", "H", "H", "H", "H", "C", "C", "O", "S", "O", "O", "O", "H", "H", "H", "H", "C", "C", "O", "S", "O", "O", "O", "H", "H", "H", "H", "C", "C", "O", "S", "O", "O", "O", "H", "H", "H", "H"],
  "coordinates": [[2.72, -0.77, -3.39], [1.70, -0.34, -2.77], [0.30, 0.10, -2.11], [-0.12, -0.75, -0.82], [-1.03, 0.29, 0.06], [-1.84, 1.30, -0.53], [1.13, -1.16, -0.17], [1.53, -0.52, 1.08], [0.90, -1.17, 2.45], [0.65, 0.01, 3.51], [2.07, 0.78, 3.75], [2.08, 2.28, 3.19], [3.49, 2.76, 2.59], [3.68, 2.38, 1.03], [5.20, 2.65, 0.51], [5.91, 1.29, -0.01], [5.86, 0.24, 1.03], [7.13, -0.47, 1.07], [1.56, -2.52, -0.35], [2.87, -2.78, -0.54], [3.81, -1.78, -0.62], [3.46, -4.15, -0.68], [4.97, -4.07, -1.32], [5.28, -3.83, -2.70], [6.10, -4.20, -0.41], [0.56, -3.55, -0.35], [-0.52, -3.39, -1.36], [-0.09, -3.55, -2.89], [0.98, -5.02, -3.34], [0.96, -6.18, -2.37], [0.38, -5.63, -4.84], [2.55, -4.43, -3.71], [-1.69, -4.91, -1.03], [-3.32, -4.50, -1.25], [-1.52, -5.52, 1.18], [-1.19, -1.96, -1.10], [-1.95, -2.13, 0.32], [-2.57, -2.21, 1.41], [-2.61, -1.49, -2.29], [-3.99, -1.57, -1.58], [3.50, -1.26, -4.06], [0.51, 1.20, -1.80], [-0.44, 0.15, -2.97], [-1.06, 0.28, 1.20], [-1.49, 1.96, -1.40], [-2.85, 1.54, -0.07], [1.44, 0.63, 1.11], [2.67, -0.67, 1.25], [0.00, -1.84, 2.25], [1.70, -1.86, 2.94], [-0.16, 0.74, 3.17], [0.36, -0.41, 4.55], [2.95, 0.22, 3.26], [2.34, 0.84, 4.87], [1.77, 3.04, 4.00], [1.30, 2.37, 2.36], [4.39, 2.44, 3.22], [3.49, 3.91, 2.63], [3.48, 1.28, 0.80], [3.00, 3.00, 0.35], [5.19, 3.40, -0.36], [5.87, 3.11, 1.32], [7.01, 1.50, -0.20], [5.45, 0.93, -1.01], [7.06, -1.16, 1.99], [8.03, 0.20, 1.25], [7.28, -1.17, 0.16], [4.21, -1.65, 0.29], [2.77, -4.91, -1.18], [3.61, -4.53, 0.40], [5.40, -4.74, -3.08], [5.91, -5.03, 0.10], [0.89, -4.51, -0.22], [-1.07, -3.69, -3.49], [0.40, -2.62, -3.36], [0.83, -5.08, -5.53], [2.62, -4.28, -4.69], [-3.49, -4.59, -2.22], [-3.09, -2.32, 2.41], [-2.73, -2.32, -3.44], [-2.55, -0.13, -2.77], [0.90, 4.76, 8.23], [1.51, 6.15, 8.20], [2.53, 6.09, 7.20], [2.07, 5.04, 6.05], [1.49, 5.78, 4.97], [3.12, 4.09, 5.86], [0.87, 4.33, 6.87], [1.54, 4.07, 8.80], [-0.10, 4.76, 8.66], [1.93, 6.45, 9.16], [0.77, 6.90, 7.88], [-2.23, -2.58, -8.10], [-2.92, -3.94, -7.98], [-1.87, -4.85, -7.65], [-0.76, -4.09, -6.76], [-1.01, -4.37, -5.38], [0.52, -4.28, -7.37], [-1.25, -2.57, -7.07], [-1.72, -2.48, -9.06], [-2.93, -1.76, -7.98], [-3.41, -4.23, -8.91], [-3.64, -3.94, -7.16], [6.47, 5.06, 10.68], [5.40, 4.23, 11.38], [4.22, 4.43, 10.61], [4.63, 4.65, 9.06], [4.48, 3.41, 8.38], [4.02, 5.86, 8.60], [6.21, 4.92, 9.29], [6.38, 6.12, 10.94], [7.48, 4.72, 10.92], [5.25, 4.54, 12.42], [5.65, 3.17, 11.35], [-6.81, 0.68, -5.07], [-7.86, -0.03, -4.23], [-7.37, -1.36, -4.07], [-5.74, -1.34, -4.05], [-5.30, -1.36, -2.67], [-5.26, -2.27, -5.03], [-5.55, 0.17, -4.62], [-6.92, 0.42, -6.13], [-6.85, 1.76, -4.96], [-8.84, -0.03, -4.70], [-7.93, 0.42, -3.23], [-11.90, 2.46, -3.49], [-11.88, 1.93, -4.91], [-11.06, 2.85, -5.64], [-9.91, 3.43, -4.65], [-8.71, 2.67, -4.85], [-9.94, 4.85, -4.70], [-10.58, 2.95, -3.25], [-12.59, 3.31, -3.39], [-12.16, 1.69, -2.77], [-12.88, 1.88, -5.35], [-11.41, 0.95, -4.96]],
  "homo_ev": -9.46,
  "charge": 1,
  "multiplicity": 1,
  "total_energy_ha": -9253.2823
}

[3]
{
  "formula": "C33H61Br16NO3Si",
  "method": "ωB97M-V/def2-TZVPD",
  "species": ["C", "Si", "C", "C", "C", "C", "C", "C", "C", "C", "C", "O", "C", "O", "O", "N", "C", "C", "C", "C", "C", "C", "H", "H", "H", "H", "H", "H", "H", "H", "H", "H", "H", "H", "H", "H", "H", "H", "H", "H", "H", "H", "H", "H", "H", "H", "H", "H", "H", "H", "H", "Br", "C", "C", "Br", "H", "H", "H", "H", "Br", "C", "C", "Br", "H", "H", "H", "H", "Br", "C", "C", "Br", "H", "H", "H", "H", "Br", "C", "C", "Br", "H", "H", "H", "H", "Br", "C", "C", "Br", "H", "H", "H", "H", "Br", "C", "C", "Br", "H", "H", "H", "H", "Br", "C", "C", "Br", "H", "H", "H", "H", "Br", "C", "C", "Br", "H", "H", "H", "H"],
  "coordinates": [[1.03, 3.27, 1.19], [1.23, 1.55, 0.33], [3.04, 0.93, 0.65], [0.96, 1.61, -1.57], [-0.52, 2.08, -2.02], [-0.67, 3.69, -2.15], [-2.21, 4.15, -1.87], [-2.75, 3.71, -0.43], [-4.03, 4.55, 0.09], [-5.42, 3.81, -0.34], [-5.95, 2.81, 0.78], [-5.41, 1.45, 0.68], [-6.20, 0.67, -0.24], [-5.96, 0.79, -1.46], [-7.21, -0.14, 0.35], [-7.47, -1.27, -0.38], [0.08, 0.34, 1.26], [0.38, -1.18, 1.53], [-0.58, -2.11, 2.35], [-1.91, -1.51, 2.94], [-2.22, -0.01, 2.66], [-1.26, 0.93, 1.84], [0.73, 3.03, 2.28], [0.25, 3.90, 0.65], [2.08, 3.74, 1.19], [3.15, 0.95, 1.81], [3.21, -0.14, 0.29], [3.72, 1.70, 0.16], [1.27, 0.64, -2.11], [1.69, 2.41, -1.97], [-1.33, 1.61, -1.36], [-0.68, 1.68, -3.10], [-0.47, 3.97, -3.25], [0.08, 4.28, -1.53], [-2.85, 3.68, -2.69], [-2.29, 5.29, -2.00], [-3.10, 2.61, -0.53], [-1.94, 3.74, 0.38], [-3.99, 4.51, 1.24], [-4.01, 5.65, -0.20], [-6.23, 4.63, -0.47], [-5.23, 3.33, -1.37], [-5.74, 3.21, 1.83], [-7.10, 2.72, 0.70], [-7.71, -1.07, -1.36], [-6.74, -1.99, -0.28], [1.34, -1.70, 1.14], [-0.35, -3.21, 2.57], [-2.63, -2.14, 3.58], [-3.19, 0.44, 3.12], [-1.54, 2.02, 1.71], [0.51, 3.71, 5.15], [-1.05, 3.22, 6.21], [-1.62, 1.90, 5.78], [-2.63, 2.07, 4.12], [-1.75, 4.05, 6.13], [-0.68, 3.16, 7.24], [-2.33, 1.53, 6.51], [-0.86, 1.13, 5.60], [2.55, -2.55, -0.74], [1.10, -2.70, -2.03], [0.14, -3.80, -1.66], [0.86, -5.56, -2.09], [1.56, -2.83, -3.01], [0.60, -1.73, -2.00], [-0.77, -3.72, -2.25], [-0.11, -3.81, -0.60], [7.74, -0.28, 0.37], [7.50, -2.16, -0.11], [6.04, -2.53, -0.16], [5.30, -2.75, 1.64], [8.07, -2.74, 0.61], [7.95, -2.26, -1.10], [5.90, -3.50, -0.64], [5.42, -1.79, -0.66], [4.27, 1.71, 5.51], [3.62, 2.57, 7.12], [4.53, 2.29, 8.30], [4.24, 0.49, 8.99], [2.60, 2.24, 7.28], [3.62, 3.64, 6.89], [4.29, 2.95, 9.13], [5.58, 2.37, 8.06], [6.14, 1.01, -5.77], [5.00, 2.29, -4.83], [5.13, 2.13, -3.34], [4.14, 0.57, -2.71], [3.99, 2.14, -5.20], [5.36, 3.27, -5.15], [4.68, 2.98, -2.82], [6.16, 2.01, -3.00], [-5.82, -2.02, -6.23], [-6.39, -1.10, -4.61], [-5.51, -1.46, -3.44], [-5.96, -3.23, -2.75], [-7.44, -1.34, -4.46], [-6.30, -0.04, -4.85], [-5.69, -0.78, -2.61], [-4.45, -1.47, -3.68], [7.37, -2.42, -3.62], [7.76, -4.32, -3.50], [9.25, -4.58, -3.51], [9.98, -4.40, -5.31], [7.23, -4.81, -4.32], [7.32, -4.64, -2.55], [9.46, -5.60, -3.21], [9.81, -3.89, -2.87], [-3.20, -5.83, -1.44], [-4.79, -6.18, -0.37], [-5.47, -7.45, -0.80], [-6.46, -7.20, -2.45], [-5.43, -5.30, -0.46], [-4.43, -6.25, 0.66], [-6.21, -7.76, -0.06], [-4.77, -8.28, -0.97]],
  "homo_ev": -8.01,
  "multiplicity": 1,
  "total_energy_ha": -43047.9010
}

[4]
{
  "formula": "C33H61ClNO5",
  "method": "ωB97M-V/def2-TZVPD",
  "species": ["C", "C", "C", "C", "C", "C", "C", "C", "C", "C", "C", "C", "C", "N", "C", "C", "Cl", "C", "C", "C", "C", "C", "C", "C", "C", "O", "C", "C", "O", "C", "C", "C", "C", "O", "H", "H", "H", "H", "H", "H", "H", "H", "H", "H", "H", "H", "H", "H", "H", "H", "H", "H", "H", "H", "H", "H", "H", "H", "H", "H", "H", "H", "H", "H", "H", "H", "H", "H", "H", "H", "H", "H", "H", "H", "H", "H", "H", "H", "H", "H", "H", "H", "H", "H", "H", "C", "O", "C", "C", "O", "C", "H", "H", "H", "H", "H", "H", "H", "H", "H", "H"],
  "coordinates": [[4.89, 1.87, -0.18], [5.37, 0.78, -1.26], [6.87, 0.99, -1.80], [7.98, 1.09, -0.62], [8.91, -0.23, -0.51], [8.58, -1.15, 0.78], [7.06, -1.67, 0.63], [6.78, -3.03, 1.48], [5.32, -3.61, 1.07], [4.29, -3.67, 2.34], [2.94, -2.83, 2.10], [1.59, -3.72, 2.09], [0.91, -3.80, 0.60], [-0.35, -2.94, 0.51], [-1.58, -3.79, 0.40], [-2.92, -2.98, 0.08], [-4.01, -4.04, -1.00], [-3.78, -2.79, 1.47], [-4.35, -1.28, 1.60], [-5.47, -0.70, 0.69], [-5.99, 0.77, 0.80], [-5.32, 1.66, 1.91], [-5.80, 3.19, 2.03], [-4.23, 1.08, 2.87], [-3.74, -0.40, 2.72], [-2.73, -1.65, -0.44], [-1.59, -1.54, -1.33], [-1.87, -2.13, -2.82], [-1.50, -3.52, -2.95], [-2.33, -4.12, -3.99], [-0.20, -2.08, -0.71], [0.66, -0.77, -0.24], [1.43, -0.21, -1.53], [2.54, -1.03, -1.97], [5.46, 1.77, 0.81], [4.89, 2.95, -0.58], [3.79, 1.63, 0.08], [4.64, 0.86, -2.16], [5.18, -0.25, -0.79], [6.85, 1.94, -2.45], [7.11, 0.13, -2.53], [7.53, 1.36, 0.39], [8.66, 1.97, -0.92], [10.00, 0.16, -0.48], [8.83, -0.82, -1.49], [9.29, -2.05, 0.72], [8.76, -0.54, 1.72], [6.87, -1.81, -0.49], [6.33, -0.84, 0.97], [7.55, -3.79, 1.08], [6.92, -2.89, 2.60], [4.92, -2.94, 0.23], [5.39, -4.68, 0.62], [4.12, -4.77, 2.64], [4.86, -3.15, 3.20], [3.09, -2.26, 1.11], [2.81, -2.01, 2.90], [1.92, -4.79, 2.37], [0.83, -3.41, 2.89], [1.73, -3.48, -0.12], [0.67, -4.90, 0.38], [-0.34, -2.38, 1.39], [-1.42, -4.60, -0.39], [-1.69, -4.32, 1.42], [-4.72, -3.46, 1.42], [-3.16, -3.06, 2.39], [-5.97, -1.33, -0.13], [-6.79, 1.21, 0.11], [-6.55, 3.48, 1.20], [-6.13, 3.49, 3.07], [-4.85, 3.82, 1.79], [-3.72, 1.70, 3.69], [-2.95, -0.84, 3.41], [-1.43, -0.41, -1.50], [-1.36, -1.44, -3.58], [-3.01, -1.98, -2.98], [-2.18, -5.25, -3.90], [-2.11, -3.71, -5.04], [-3.45, -3.92, -3.80], [0.39, -2.55, -1.56], [-0.10, 0.00, 0.13], [1.33, -1.06, 0.64], [1.74, 0.89, -1.40], [0.66, -0.22, -2.39], [2.85, -1.49, -1.16], [-5.61, 5.70, -1.20], [-6.85, 5.54, -0.53], [-6.96, 6.38, 0.62], [-7.87, 7.57, 0.35], [-7.27, 8.49, -0.57], [-7.83, 8.39, -1.87], [-5.65, 5.13, -2.13], [-5.42, 6.75, -1.44], [-4.79, 5.31, -0.58], [-5.97, 6.72, 0.96], [-7.40, 5.78, 1.42], [-8.03, 8.12, 1.28], [-8.85, 7.24, -0.02], [-8.86, 8.77, -1.87], [-7.81, 7.36, -2.25], [-7.24, 9.02, -2.54]],
  "homo_ev": -10.62,
  "relative_energy_kcal_mol": 133.32,
  "charge": 1,
  "multiplicity": 1,
  "total_energy_ha": -2184.4984
}

Respective Kohn-Sham gap values: 0.04084 0.25583 0.30494 0.29895 Eh.